No. 1
Molecular formula: C5H7N
Method: DFT, ωB97M-V with the def2-TZVPD basis set

Element x y z (Å)
1 C -1.25 0.74 -0.08
2 C -1.05 -0.73 0.20
3 C 0.00 0.88 -0.91
4 N 0.91 -0.16 -0.86
5 C 1.52 -0.23 0.47
6 C 0.32 -1.13 0.01
7 H -1.25 1.42 0.82
8 H -2.18 0.99 -0.61
9 H -1.79 -1.37 0.66
10 H 0.39 1.83 -1.26
11 H 1.27 0.58 1.16
12 H 2.53 -0.65 0.55
13 H 0.59 -2.17 -0.17

## Properties
ΔE to the lowest compared entry with this formula, charge and spin, kcal/mol: 110.5
DFT total energy, eV: -6783.7214
LUMO energy (alpha / beta), eV: 0.2922 / 0.9264
Total charge: 0
Frontier orbital gap (alpha / beta), eV: 7.35 / 8.44
E_HOMO (alpha / beta), hartree: -0.25944 / -0.27610

***

No. 2
Molecular formula: C36H90F9O38P8
Method: DFT, ωB97M-V with the def2-TZVPD basis set

Element x y z (Å)
1 C 7.17 1.32 0.22
2 O 5.85 1.85 0.10
3 O 7.37 0.91 1.47
4 C 7.53 0.39 -1.01
5 F 6.38 -0.19 -1.46
6 F 7.98 1.00 -2.13
7 F 8.43 -0.53 -0.65
8 C 5.60 2.69 -0.99
9 C 5.93 4.13 -0.60
10 H 5.59 4.89 -1.31
11 H 5.48 4.38 0.36
12 H 7.02 4.18 -0.74
13 H 4.51 2.73 -1.05
14 H 6.02 2.44 -1.97
15 H 7.88 2.18 0.20
16 C 2.06 -0.66 -0.71
17 O 0.59 -0.62 -0.75
18 O 2.60 0.09 0.22
19 C 2.32 -2.17 -0.79
20 F 1.57 -2.87 0.08
21 F 2.08 -2.61 -2.03
22 F 3.60 -2.41 -0.39
23 C -0.06 0.55 -1.10
24 C -1.51 0.16 -1.18
25 H -2.09 -0.08 -0.29
26 H -1.90 1.17 -1.42
27 H -1.80 -0.51 -1.99
28 H 0.29 1.07 -2.01
29 H 0.04 1.35 -0.35
30 H 2.18 -0.29 -1.76
31 C 1.35 3.21 5.95
32 O 1.19 3.07 4.54
33 O 2.56 2.70 6.19
34 C 1.07 4.73 6.28
35 F 1.85 5.21 7.27
36 F 1.18 5.58 5.24
37 F -0.22 4.89 6.74
38 C -0.13 3.26 4.03
39 C -0.14 2.64 2.64
40 H -0.40 1.58 2.71
41 H -0.84 3.15 1.98
42 H 0.83 2.61 2.16
43 H -0.29 4.34 3.92
44 H -0.99 2.92 4.61
45 H 0.50 2.67 6.40
46 C -1.47 -0.20 -6.34
47 O -2.66 0.16 -5.56
48 P -4.08 -0.46 -5.96
49 O -4.95 0.34 -6.85
50 O -4.82 -0.71 -4.53
51 C -4.12 -1.12 -3.38
52 O -3.75 -1.98 -6.38
53 C -4.69 -2.89 -6.96
54 H -0.91 -0.87 -5.68
55 H -0.80 0.65 -6.43
56 H -1.52 -0.83 -7.23
57 H -3.50 -0.32 -2.98
58 H -3.34 -1.85 -3.63
59 H -4.68 -1.55 -2.55
60 H -4.64 -3.82 -6.39
61 H -4.44 -2.99 -8.01
62 H -5.66 -2.61 -6.53
63 C 7.32 -4.19 4.12
64 O 6.65 -2.95 3.91
65 P 5.24 -2.70 4.57
66 O 4.65 -1.38 4.29
67 O 4.27 -3.99 4.35
68 C 4.11 -4.60 3.10
69 O 5.49 -2.78 6.19
70 C 4.45 -3.06 7.06
71 H 8.14 -4.10 3.42
72 H 6.67 -5.05 3.93
73 H 7.65 -4.21 5.16
74 H 4.58 -4.12 2.24
75 H 3.03 -4.65 2.99
76 H 4.49 -5.63 3.09
77 H 3.47 -2.69 6.74
78 H 4.78 -2.85 8.08
79 H 4.09 -4.10 7.13
80 C 4.17 6.80 2.68
81 O 3.48 6.41 1.50
82 P 2.60 5.10 1.29
83 O 3.32 3.89 1.68
84 O 1.17 5.40 1.96
85 C 0.57 6.68 2.09
86 O 2.35 5.11 -0.31
87 C 1.36 4.24 -0.86
88 H 4.40 5.96 3.33
89 H 3.52 7.57 3.07
90 H 5.13 7.29 2.49
91 H 1.02 7.24 2.91
92 H -0.49 6.54 2.31
93 H 0.76 7.23 1.17
94 H 1.03 4.61 -1.83
95 H 0.55 4.21 -0.13
96 H 1.83 3.28 -1.08
97 C 0.47 -1.91 3.17
98 O 0.45 -1.95 4.61
99 P 0.91 -0.61 5.38
100 O 1.87 0.17 4.60
101 O 1.50 -1.17 6.73
102 C 1.97 -0.21 7.71
103 O -0.48 0.08 5.74
104 C -1.42 -0.63 6.55
105 H 0.18 -0.92 2.80
106 H -0.19 -2.73 2.89
107 H 1.50 -2.14 2.92
108 H 1.36 0.69 7.55
109 H 3.05 -0.09 7.75
110 H 1.65 -0.74 8.61
111 H -2.16 0.05 6.98
112 H -0.97 -1.08 7.44
113 H -1.87 -1.38 5.90
114 C -5.63 3.05 -6.26
115 O -5.58 4.06 -5.22
116 P -6.02 3.69 -3.72
117 O -6.51 4.88 -2.95
118 O -7.11 2.51 -3.99
119 C -8.29 2.51 -3.17
120 O -4.70 2.94 -3.11
121 C -4.64 2.46 -1.80
122 H -6.21 3.47 -7.08
123 H -6.12 2.14 -5.95
124 H -4.58 2.93 -6.50
125 H -8.38 1.54 -2.67
126 H -9.15 2.57 -3.83
127 H -8.28 3.28 -2.40
128 H -4.88 1.39 -1.85
129 H -5.40 2.93 -1.17
130 H -3.68 2.59 -1.31
131 C 2.20 -1.23 -5.03
132 O 1.56 -2.51 -5.16
133 P 1.68 -3.44 -6.49
134 O 1.24 -2.87 -7.75
135 O 0.84 -4.72 -6.09
136 C 1.02 -5.40 -4.87
137 O 3.22 -3.90 -6.34
138 C 3.85 -4.70 -7.33
139 H 3.00 -1.09 -5.76
140 H 2.60 -1.00 -4.05
141 H 1.44 -0.47 -5.23
142 H 1.96 -5.15 -4.38
143 H 1.00 -6.45 -5.17
144 H 0.24 -5.12 -4.17
145 H 3.44 -4.67 -8.34
146 H 3.70 -5.75 -7.04
147 H 4.92 -4.58 -7.45
148 C -5.61 -0.31 1.03
149 O -4.95 0.94 1.17
150 P -3.67 0.95 2.14
151 O -2.72 -0.15 1.98
152 O -2.95 2.35 1.92
153 C -3.71 3.57 1.87
154 O -4.29 1.02 3.64
155 C -3.50 1.42 4.76
156 H -6.65 -0.31 1.36
157 H -5.07 -1.06 1.62
158 H -5.66 -0.68 0.01
159 H -3.61 3.92 2.90
160 H -4.70 3.34 1.48
161 H -3.20 4.20 1.14
162 H -2.43 1.32 4.58
163 H -3.74 0.70 5.55
164 H -3.80 2.43 5.02
165 C -4.31 -7.43 -2.55
166 O -2.97 -6.90 -2.42
167 P -2.98 -5.31 -2.24
168 O -3.81 -4.55 -3.21
169 O -3.24 -5.10 -0.68
170 C -3.84 -3.89 -0.18
171 O -1.39 -5.01 -2.42
172 C -0.99 -3.63 -2.16
173 H -4.45 -8.21 -1.80
174 H -4.41 -7.89 -3.53
175 H -5.20 -6.85 -2.28
176 H -4.58 -3.35 -0.77
177 H -3.06 -3.21 0.15
178 H -4.46 -4.22 0.65
179 H -1.90 -3.04 -2.05
180 H -0.37 -3.32 -3.00
181 H -0.39 -3.62 -1.26

## Properties
ΔE to the lowest compared entry with this formula, charge and spin, kcal/mol: 104.1
DFT total energy, eV: -215373.5005
LUMO energy, eV: 4.0611
Total charge: -3
Frontier orbital gap, eV: 2.60
E_HOMO, hartree: 0.05355

***

No. 3
Molecular formula: C29H32Cl4IrN5O4Si
Method: DFT, ωB97M-V with the def2-TZVPD basis set

Element x y z (Å)
1 Ir 1.08 -0.16 1.24
2 O 0.66 -0.36 3.41
3 C 1.52 0.53 4.14
4 C 2.15 1.59 3.26
5 C 2.82 2.65 3.84
6 C 3.44 3.58 3.02
7 C 3.37 3.42 1.65
8 C 2.68 2.34 1.13
9 N 2.09 1.44 1.93
10 H -0.24 0.03 3.36
11 H 2.29 -0.09 4.60
12 H 0.95 1.01 4.94
13 H 2.85 2.75 4.91
14 H 3.96 4.43 3.45
15 H 3.82 4.13 0.97
16 H 2.57 2.17 0.07
17 Cl -4.70 4.26 -0.85
18 C -3.49 3.29 -0.12
19 C -3.85 2.38 0.92
20 Cl -5.48 2.29 1.43
21 C -2.90 1.56 1.51
22 Cl -3.33 0.45 2.75
23 C -1.56 1.57 1.08
24 O -0.76 0.68 1.55
25 C -1.14 2.58 0.10
26 O 0.06 2.73 -0.16
27 C -2.18 3.39 -0.51
28 Cl -1.68 4.48 -1.73
29 N 4.61 -1.37 -1.59
30 C 5.38 -1.90 -0.64
31 N 6.58 -2.39 -0.96
32 N 5.04 -1.96 0.65
33 C 3.84 -1.56 0.93
34 N 2.77 -1.21 1.19
35 H 4.89 -1.39 -2.56
36 H 3.70 -0.96 -1.38
37 H 6.93 -2.39 -1.91
38 H 7.13 -2.81 -0.24
39 C 1.69 2.38 -4.06
40 Si 1.67 0.56 -3.66
41 C 0.17 -0.27 -4.39
42 C 3.22 -0.25 -4.35
43 C 1.60 0.37 -1.84
44 C 1.41 0.17 -0.65
45 H 1.73 2.55 -5.14
46 H 2.56 2.87 -3.62
47 H 0.80 2.87 -3.67
48 H 0.18 -0.22 -5.48
49 H -0.75 0.22 -4.04
50 H 0.11 -1.32 -4.10
51 H 3.25 -0.13 -5.43
52 H 3.24 -1.32 -4.14
53 H 4.12 0.22 -3.95
54 C -6.60 -1.79 -0.10
55 C -5.15 -2.01 0.20
56 C -4.75 -2.71 1.33
57 C -3.41 -2.87 1.65
58 C -3.05 -3.61 2.91
59 C -2.44 -2.31 0.79
60 C -1.08 -2.30 1.25
61 O -0.13 -1.77 0.65
62 C -2.82 -1.64 -0.40
63 C -1.84 -1.08 -1.39
64 C -4.18 -1.51 -0.66
65 H -7.24 -2.42 0.53
66 H -6.82 -2.00 -1.14
67 H -6.86 -0.75 0.09
68 H -5.50 -3.13 1.99
69 H -3.95 -4.03 3.36
70 H -2.59 -2.96 3.65
71 H -2.37 -4.44 2.72
72 H -0.88 -2.76 2.22
73 H -1.08 -1.81 -1.67
74 H -1.30 -0.23 -0.99
75 H -2.37 -0.76 -2.29
76 H -4.49 -0.99 -1.56

## Properties
2S+1: 2
ΔE to the lowest compared entry with this formula, charge and spin, kcal/mol: 10.1
DFT total energy, eV: -107034.9239
LUMO energy (alpha / beta), eV: -3.0279 / -3.7029
Total charge: +1
Frontier orbital gap (alpha / beta), eV: 6.83 / 6.87
E_HOMO (alpha / beta), hartree: -0.36244 / -0.38859